The following is a DFT calculation (ωB97M-V/def2-TZVPD) of a cluster of 4 separate species, C24H51FNO7PS in total.

Last column: Löwdin charge in e.
Geometry (Å):
C 2.5376 3.6714 3.0727  -0.090
C 2.8892 2.2053 2.7835  -0.199
C 4.0415 1.6818 3.6174  -0.324
F 3.6553 1.6698 4.9436  0.006
C 4.3336 0.2271 3.2246  -0.161
O 3.2135 -0.5944 3.5049  -0.109
C 3.4525 -1.9098 2.9975  -0.276
C 3.0647 -2.8723 4.1270  -0.148
C 3.7726 -2.4295 5.4359  -0.264
C 4.2905 -3.6236 6.2611  -0.553
S 2.8527 -4.4347 7.0314  0.699
C 2.7231 -2.2495 1.6363  -0.278
C 3.8226 -2.4142 0.5476  -0.014
O 1.8866 -1.1814 1.1577  -0.139
C 0.5738 -1.6805 0.9725  -0.399
C -0.0855 -2.1380 2.2955  -0.170
O -0.1344 -3.5713 2.3482  -0.139
O 0.5272 -4.0432 3.5106  -0.055
P -0.4978 -0.3255 0.2066  0.803
N -1.0095 -0.7148 -1.2531  -0.304
H 2.6191 3.9104 4.1331  0.074
H 3.0907 4.3715 2.4436  0.071
H 1.4895 3.8095 2.8057  0.067
H 3.0841 2.0421 1.7213  0.120
H 2.0288 1.5925 3.0602  0.112
H 4.9695 2.2390 3.4608  0.152
H 4.5602 0.1799 2.1507  0.134
H 5.2284 -0.1079 3.7693  0.127
H 4.5383 -1.9693 2.8688  0.127
H 3.3813 -3.8925 3.8805  0.126
H 1.9847 -2.9128 4.2635  0.077
H 3.1174 -1.7855 6.0220  0.111
H 4.6611 -1.8638 5.1381  0.102
H 4.9902 -3.2265 7.0000  0.065
H 4.8538 -4.2846 5.6014  0.076
H 3.1278 -5.7518 6.9116  -0.152
H 2.1795 -3.1940 1.6930  0.135
H 3.4825 -3.1087 -0.2242  0.079
H 4.7654 -2.7702 0.9647  0.077
H 3.9861 -1.4354 0.0908  0.085
H 0.5051 -2.4945 0.2407  0.126
H -1.1220 -1.7934 2.3596  0.099
H 0.4883 -1.7349 3.1312  0.135
H -0.1111 -3.9631 4.2356  0.115
H 0.2877 0.8459 0.1135  0.010
H -1.5641 -0.0735 1.0993  0.017
H -2.0258 -0.7253 -1.2143  -0.041
C -1.6175 -3.2686 -3.9311  -0.178
C -0.5835 -3.7230 -2.9131  -0.196
C 0.1015 -4.8641 -3.6509  -0.209
O 0.0379 -4.5427 -5.0442  -0.144
C -0.8630 -3.4475 -5.2394  -0.207
H -1.9637 -2.2479 -3.7758  0.101
H -2.4858 -3.9331 -3.9047  0.113
H 0.1246 -2.9149 -2.7218  0.094
H -1.0110 -4.0311 -1.9597  0.107
H -0.4237 -5.8133 -3.4938  0.115
H 1.1443 -4.9941 -3.3574  0.113
H -0.2724 -2.5569 -5.4804  0.117
H -1.5201 -3.6659 -6.0826  0.114
C -2.1254 3.4269 -2.6841  -0.170
C -2.4256 4.8913 -2.3942  -0.172
C -2.3616 4.9278 -0.8775  -0.200
O -1.4129 3.9268 -0.4851  -0.150
C -1.0986 3.0973 -1.6116  -0.211
H -1.7547 3.2444 -3.6920  0.112
H -3.0275 2.8260 -2.5381  0.112
H -1.6397 5.5228 -2.8180  0.117
H -3.3835 5.2293 -2.7860  0.092
H -3.3299 4.6735 -0.4329  0.116
H -2.0469 5.8975 -0.4898  0.116
H -0.0830 3.3409 -1.9456  0.120
H -1.1219 2.0480 -1.3143  0.064
C -7.0475 3.3215 -4.6609  -0.171
C -5.7606 3.2268 -5.4699  -0.169
C -5.1037 4.5641 -5.1657  -0.203
O -5.5144 4.9304 -3.8433  -0.161
C -6.5805 4.0712 -3.4230  -0.201
H -7.4927 2.3555 -4.4272  0.112
H -7.7868 3.9155 -5.2036  0.114
H -5.1418 2.4093 -5.0915  0.113
H -5.9203 3.0667 -6.5352  0.112
H -5.4440 5.3418 -5.8574  0.119
H -4.0139 4.5182 -5.2053  0.111
H -6.1874 3.3823 -2.6669  0.116
H -7.3692 4.6711 -2.9681  0.117

Properties
**LUMO**: 0.54 eV
**SMILES string**: CC[C@@H](F)CO[C@@H](CCCS)[C@H](C)O[C@@H](COO)[PH2]=N.C1CCOC1.C1CCOC1.C1CCOC1
**F_max**: 0.048 hartree/bohr
**HOMO**: -8.748 eV
**Total charge**: 0



The following is a DFT calculation (ωB97M-V/def2-TZVPD) of a cluster of 4 separate species, C24H51NO6 in total.

Last column: Löwdin charge in e.
Geometry (Å):
C -1.9241 0.5147 4.2094  -0.034
C -0.4567 0.1329 4.2648  -0.389
O 0.1234 0.4143 5.5689  -0.075
C 0.3420 0.8508 3.1750  -0.179
O -0.4393 1.1789 2.0587  -0.060
C -0.2794 0.2676 0.9914  -0.398
N 0.9398 0.5008 0.2221  0.095
C -1.4722 0.5637 -0.0382  -0.653
O -1.6102 1.7818 -0.3440  -0.089
O -2.1323 -0.3781 -0.4795  -0.041
C -0.3460 -1.2272 1.4645  -0.680
O 0.6698 -1.9664 1.3071  -0.103
O -1.3740 -1.5977 2.0433  -0.045
H -1.9738 1.6020 4.1328  0.083
H -2.4122 0.0485 3.3604  0.078
H -2.3980 0.1900 5.1351  0.048
H -0.3481 -0.9379 4.0864  0.128
H 0.1710 -0.4445 5.9862  0.044
H 0.6604 1.8022 3.6288  0.123
H 1.2611 0.3142 2.9317  0.122
H 1.7573 0.3543 0.8005  0.055
H 0.9392 -0.1820 -0.5211  0.081
C 0.7255 3.1731 -1.9620  -0.118
C -0.2385 3.3115 -3.1320  -0.265
C 0.2256 2.5789 -4.3899  -0.232
C 1.5420 3.0824 -4.9877  -0.232
C 1.5574 4.5625 -5.3623  -0.274
C 0.5408 4.9220 -6.4423  -0.119
H 1.7091 3.6080 -2.1868  0.056
H 0.3299 3.6826 -1.0857  0.072
H 0.8629 2.1287 -1.6930  0.048
H -0.4097 4.3739 -3.3527  0.091
H -1.2037 2.9015 -2.8262  0.102
H -0.5649 2.6379 -5.1481  0.094
H 0.3375 1.5156 -4.1564  0.112
H 1.7677 2.4872 -5.8833  0.083
H 2.3576 2.8880 -4.2864  0.102
H 2.5585 4.8195 -5.7263  0.096
H 1.3865 5.1792 -4.4769  0.097
H 0.7242 4.3485 -7.3551  0.061
H 0.6057 5.9839 -6.6934  0.060
H -0.4798 4.7238 -6.1134  0.065
C -1.7789 -2.9036 12.0819  -0.120
C -2.7651 -2.7694 10.9252  -0.275
C -2.3603 -3.5700 9.6884  -0.233
C -1.0356 -3.1469 9.0510  -0.229
C -0.9662 -1.6809 8.6241  -0.263
C -1.9881 -1.3123 7.5512  -0.110
H -0.7911 -2.5258 11.8152  0.064
H -2.1242 -2.3353 12.9483  0.063
H -1.6757 -3.9481 12.3855  0.070
H -2.8896 -1.7141 10.6699  0.098
H -3.7462 -3.1205 11.2592  0.100
H -3.1592 -3.5011 8.9461  0.101
H -2.2924 -4.6299 9.9583  0.105
H -0.8561 -3.7797 8.1770  0.113
H -0.2137 -3.3543 9.7444  0.097
H 0.0365 -1.4832 8.2347  0.102
H -1.0905 -1.0245 9.4911  0.097
H -1.8496 -1.9213 6.6555  0.089
H -1.8774 -0.2681 7.2652  0.060
H -3.0121 -1.4516 7.9051  0.068
C 1.5049 -3.7291 -7.6675  -0.112
C 1.9444 -2.7034 -8.7083  -0.278
C 2.7669 -1.5585 -8.1182  -0.234
C 2.0306 -0.7002 -7.0868  -0.222
C 0.7415 -0.0537 -7.5888  -0.260
C 0.9662 0.9232 -8.7399  -0.114
H 0.8608 -3.2850 -6.9086  0.071
H 0.9441 -4.5380 -8.1400  0.065
H 2.3695 -4.1690 -7.1663  0.074
H 1.0672 -2.3114 -9.2306  0.095
H 2.5501 -3.2101 -9.4665  0.098
H 3.1247 -0.9230 -8.9346  0.096
H 3.6639 -1.9727 -7.6461  0.107
H 2.7106 0.0852 -6.7423  0.107
H 1.8019 -1.3036 -6.2052  0.109
H 0.2801 0.4867 -6.7588  0.096
H 0.0210 -0.8185 -7.8924  0.100
H 1.6445 1.7254 -8.4401  0.065
H 0.0219 1.3783 -9.0444  0.068
H 1.3889 0.4268 -9.6166  0.059

Properties
**LUMO**: 3.78 eV
**F_max**: 0.040 hartree/bohr
**ΔE to the lowest compared entry with this formula, charge and spin**: 0.000 eV
**HOMO**: -0.754 eV
**Total charge**: -2



Number 1: orbital gap 9.284 eV. Number 2: orbital gap 4.539 eV.